Entry 1:
Here is a molecular structure, C40H93AlI2NO10 at a distorted geometry from OMol25. Energies are from wB97M-V/def2-TZVPD.

## Properties
Energy   -3224.80843 Eh
E_LUMO   0.07761 Eh
F_max   0.0240 hartree/bohr

ORCA input file:
```
! wB97M-V def2-TZVPD RIJCOSX def2/J DEFGRID3
* xyz -1 1
C 3.42763 4.47740 5.98381
C 3.73519 3.65762 4.71035
O 3.49622 2.28179 4.85953
C 2.07960 1.95190 4.85185
C 1.72479 1.02351 3.71213
Al -0.28037 0.73340 3.47936
C -0.59386 -1.16533 4.22545
C -2.01539 -1.36882 4.43973
O -2.85760 -1.56854 3.57873
C -1.25740 2.00368 4.69860
C -2.37614 2.90319 4.16158
C -1.84818 4.12895 3.46075
N -2.77333 5.17747 3.29756
O -0.71903 4.25361 3.07414
C -0.79789 0.53327 1.50772
I -2.54495 1.60618 0.79144
C 0.29077 0.74929 0.44396
C 0.88059 2.15109 0.37792
I 1.77332 -0.80314 0.62437
H 2.54984 5.11037 5.83257
H 3.18998 3.79355 6.80080
H 4.27342 5.10800 6.26338
H 3.15321 4.06654 3.87234
H 4.78763 3.76120 4.43522
H 1.53173 2.89481 4.75538
H 1.85202 1.49988 5.82427
H 2.20844 0.05334 3.89171
H 2.19868 1.42075 2.80942
H -0.06107 -1.20156 5.18042
H -0.16668 -1.89594 3.53329
H -2.35760 -1.29254 5.49610
H -0.53420 2.67417 5.17658
H -1.68628 1.42901 5.53186
H -3.00564 3.27624 4.98774
H -3.06318 2.38867 3.48795
H -2.79445 5.50317 2.33813
H -3.70408 4.86999 3.55561
H -1.13028 -0.50035 1.37401
H -0.13647 0.53559 -0.54054
H 1.76700 2.14950 -0.26465
H 0.14873 2.81070 -0.09438
H 1.16906 2.54118 1.35230
C -1.33357 -2.67123 -3.47017
C -1.77313 -1.49106 -2.61971
O -0.99157 -0.32702 -2.80631
C -0.98638 0.22597 -4.10472
C -2.35610 0.66540 -4.59631
H -0.26690 -2.85766 -3.33602
H -1.88216 -3.56681 -3.17497
H -1.51918 -2.50196 -4.53370
H -1.65586 -1.73645 -1.56389
H -2.83579 -1.27362 -2.78003
H -0.53152 -0.47254 -4.81754
H -0.32555 1.09143 -4.04548
H -3.01901 -0.18476 -4.76423
H -2.26636 1.19781 -5.54410
H -2.82814 1.32229 -3.86450
C 5.12781 6.15288 -0.23824
C 4.60678 5.65023 1.09806
O 5.59153 5.60098 2.11514
C 6.18233 6.83204 2.47456
C 5.19417 7.85379 3.01404
H 6.00949 5.58555 -0.54062
H 4.35830 6.03715 -1.00229
H 5.40170 7.20913 -0.20171
H 4.25791 4.62300 0.99502
H 3.74561 6.24462 1.42290
H 6.74773 7.25279 1.63327
H 6.90750 6.58141 3.24990
H 4.50287 8.19971 2.24415
H 5.72841 8.72558 3.39505
H 4.60511 7.42079 3.82367
C 5.33903 1.29988 -6.68926
C 4.18035 2.22424 -6.35271
O 2.90989 1.60408 -6.42572
C 2.70429 0.51037 -5.53988
C 2.82450 0.87073 -4.07171
H 5.17153 0.81228 -7.65103
H 6.26658 1.87122 -6.74333
H 5.47337 0.52293 -5.93561
H 4.13917 3.03958 -7.07610
H 4.33031 2.67974 -5.36794
H 3.37956 -0.31746 -5.78824
H 1.69379 0.16425 -5.75373
H 3.84926 1.13105 -3.80127
H 2.52345 0.02897 -3.44673
H 2.18731 1.72279 -3.83087
C -2.98442 -3.40279 1.06422
C -2.88491 -4.14363 -0.25687
O -1.74512 -4.98410 -0.37570
C -1.63610 -6.00130 0.59822
C -2.78703 -6.99520 0.58654
H -2.06829 -2.86017 1.29348
H -3.79912 -2.68314 1.02629
H -3.18517 -4.07838 1.89717
H -2.78950 -3.43053 -1.07645
H -3.80148 -4.71918 -0.44478
H -1.51925 -5.56701 1.59763
H -0.70390 -6.51852 0.36563
H -3.72411 -6.53548 0.90399
H -2.57520 -7.81932 1.26956
H -2.93221 -7.39932 -0.41695
C 4.11982 -2.80769 5.41191
C 2.95753 -3.09649 6.34757
O 1.75278 -3.41258 5.67950
C 1.77145 -4.55796 4.85472
C 2.05232 -5.85219 5.60241
H 3.83571 -2.05170 4.67873
H 4.97350 -2.43736 5.98119
H 4.44267 -3.70051 4.87269
H 2.72979 -2.20251 6.92880
H 3.22379 -3.88516 7.06362
H 2.48277 -4.43022 4.03023
H 0.77701 -4.59869 4.40908
H 3.07256 -5.88819 5.98904
H 1.92169 -6.70458 4.93398
H 1.36849 -5.95993 6.44589
C 0.61554 0.17522 -8.95996
C -0.52156 -0.05203 -7.97918
O -1.71507 -0.53499 -8.57486
C -1.61537 -1.79765 -9.20388
C -1.23289 -2.92680 -8.26044
H 0.28244 0.80550 -9.78646
H 1.44559 0.66706 -8.45138
H 0.98780 -0.76176 -9.37897
H -0.79681 0.89589 -7.51679
H -0.20455 -0.71797 -7.16849
H -0.91944 -1.75461 -10.05021
H -2.60657 -1.98670 -9.61789
H -0.21099 -2.82409 -7.89237
H -1.30265 -3.88506 -8.77690
H -1.90049 -2.94463 -7.39763
C -8.11811 -3.60643 -0.62227
C -8.33134 -2.10151 -0.58891
O -8.65861 -1.59408 0.69000
C -7.67661 -1.80127 1.69662
C -6.33216 -1.16763 1.39301
H -8.97138 -4.12238 -0.17889
H -8.00179 -3.94330 -1.65338
H -7.22211 -3.90330 -0.07528
H -9.17786 -1.83687 -1.22428
H -7.45411 -1.58562 -0.99564
H -7.55626 -2.87273 1.89538
H -8.10007 -1.35870 2.59847
H -5.83905 -1.64807 0.54631
H -5.66744 -1.25899 2.25319
H -6.44647 -0.10946 1.15408
*
```

---

Entry 2:
Here is 9 unconnected molecules or ions with the total composition C33H76F2NO24S8 at a distorted geometry from OMol25. Energies are from wB97M-V/def2-TZVPD.

## Properties
Energy   -6548.29636 Eh
E_LUMO   -0.14948 Eh
F_max   0.0628 hartree/bohr

ORCA input file:
```
! wB97M-V def2-TZVPD RIJCOSX def2/J DEFGRID3
* xyz 1 1
C 1.29959 -0.03524 -4.63897
C 1.40426 0.38175 -5.75898
C 1.69339 0.90416 -7.13566
F 1.82942 -0.01100 -8.06276
C 2.91376 1.85708 -6.86390
N 2.23856 2.71255 -5.88202
C 0.97758 2.82695 -6.10114
C 0.08320 3.59332 -5.19722
C -1.08244 2.71382 -4.69744
C -2.08214 2.31620 -5.78969
F -3.30979 2.06483 -5.25398
C 0.66410 2.06417 -7.36929
H 1.47739 -0.12864 -3.59565
H 3.68582 1.24225 -6.40520
H 3.17228 2.39972 -7.76929
H 2.75624 3.09643 -5.10075
H 0.68574 3.83251 -4.31810
H -0.24610 4.54096 -5.62349
H -1.62355 3.21603 -3.89634
H -0.69178 1.78544 -4.28517
H -1.75758 1.37263 -6.22494
H -2.16502 3.09802 -6.54772
H 1.09107 2.65044 -8.19279
H -0.35455 1.80873 -7.61735
O 0.07445 0.77630 -0.27326
S -0.91262 -0.23304 -0.02197
O -1.16763 -1.27204 -0.97417
O -2.29132 0.48069 0.35406
C -2.83766 1.40841 -0.60247
C -3.40508 0.68240 -1.80561
C -0.59803 -0.97436 1.53929
H -2.07873 2.13883 -0.89266
H -3.62941 1.95568 -0.09387
H -2.61848 0.16571 -2.35374
H -3.89057 1.37765 -2.49233
H -4.13163 -0.06764 -1.49315
H -0.43048 -0.19413 2.28069
H 0.29350 -1.58717 1.42923
H -1.44736 -1.59750 1.81010
O 5.42305 0.00539 -4.63195
S 6.06195 -1.09099 -3.95304
O 6.60435 -0.92294 -2.64373
O 7.16662 -1.70337 -4.91123
C 8.20144 -0.83579 -5.41906
C 9.21732 -0.45655 -4.35880
C 4.98384 -2.48022 -3.92749
H 7.75316 0.05015 -5.87352
H 8.69434 -1.39200 -6.21371
H 8.76571 0.14470 -3.57101
H 10.02779 0.12319 -4.80092
H 9.63178 -1.34892 -3.89028
H 4.57866 -2.64034 -4.92366
H 4.18215 -2.25767 -3.22429
H 5.53964 -3.35026 -3.58843
O 1.17304 0.59135 6.24436
S 0.77238 1.74370 5.49450
O 0.21237 1.61004 4.18250
O 1.98529 2.77008 5.44446
C 3.24655 2.31811 4.91642
C 3.22158 2.14780 3.40853
C -0.31510 2.72250 6.47099
H 3.54799 1.39438 5.41413
H 3.97391 3.08150 5.18512
H 2.53809 1.35433 3.10800
H 4.21629 1.89268 3.04042
H 2.88697 3.06599 2.92515
H 0.11295 2.85440 7.46168
H -1.25961 2.18527 6.53307
H -0.46276 3.68039 5.97953
O -8.35546 -1.12551 1.30415
S -7.76239 -2.27318 1.92079
O -7.17526 -2.18372 3.22074
O -6.70077 -2.90216 0.90848
C -5.64742 -2.05296 0.42275
C -4.59901 -1.75809 1.47830
C -8.91103 -3.60506 1.91016
H -6.07182 -1.13067 0.01859
H -5.18717 -2.58714 -0.40737
H -5.01513 -1.17963 2.30215
H -3.77710 -1.18445 1.05022
H -4.20750 -2.68532 1.89947
H -9.34289 -3.69734 0.91735
H -9.68389 -3.36605 2.63823
H -8.39478 -4.51632 2.20059
O 4.87305 -4.09998 1.85520
S 3.81730 -3.54391 1.07160
O 3.80737 -3.68035 -0.35453
O 3.65963 -2.00257 1.44703
C 4.82647 -1.16156 1.31569
C 5.17622 -0.89269 -0.13338
C 2.26807 -4.09865 1.69712
H 5.66858 -1.60734 1.84794
H 4.58623 -0.22666 1.81970
H 5.46849 -1.80536 -0.64368
H 6.00596 -0.19182 -0.20540
H 4.31574 -0.48135 -0.66510
H 2.25275 -3.97338 2.77658
H 2.17598 -5.15101 1.43732
H 1.47335 -3.52952 1.22353
O 4.15881 3.77459 9.43259
S 2.75937 3.75058 9.72433
O 1.81108 4.40586 8.87332
O 2.53955 4.23811 11.22258
C 3.04580 5.53438 11.60068
C 2.22782 6.67224 11.02061
C 2.24296 2.08157 9.94480
H 4.09699 5.61823 11.31913
H 2.99872 5.56911 12.68736
H 2.29405 6.69607 9.93398
H 2.58733 7.62895 11.40016
H 1.17521 6.55827 11.28063
H 2.93716 1.57785 10.61166
H 2.25167 1.60941 8.96276
H 1.23462 2.07581 10.35132
O 5.70676 -5.15193 -6.70422
S 4.88050 -6.16801 -7.28572
O 5.21883 -6.77119 -8.53421
O 3.37967 -5.62579 -7.35521
C 3.13443 -4.39922 -8.06422
C 3.23705 -4.56329 -9.56886
C 4.61418 -7.44221 -6.10156
H 3.81158 -3.62033 -7.70447
H 2.12221 -4.09635 -7.79929
H 4.25092 -4.81829 -9.87258
H 2.95847 -3.63638 -10.07212
H 2.58318 -5.36513 -9.91121
H 4.32870 -6.99643 -5.15252
H 5.55252 -7.98288 -5.99838
H 3.83920 -8.10880 -6.47089
O -12.13609 -0.24444 5.02697
S -12.53718 0.92314 4.30399
O -13.10263 0.81758 2.99552
O -11.31477 1.94395 4.26612
C -10.06305 1.48096 3.71950
C -10.10108 1.33192 2.21204
C -13.61146 1.89425 5.30480
H -9.77264 0.54503 4.20096
H -9.32013 2.22813 3.99370
H -10.79878 0.55404 1.90781
H -9.11820 1.06391 1.83227
H -10.42558 2.26206 1.74250
H -13.17667 2.00366 6.29452
H -14.55938 1.36384 5.36466
H -13.75551 2.86116 4.82994
*
```